No. 1
DFT (ωB97M-V/def2-TZVPD) results for a molecular structure, C20H39IOPdSi4 in a non-equilibrium geometry.

Output
Orbital gap (spin up / spin down)   5.8 / 5.6 eV
Net charge   -2
Energy relative to the best compared isomer or geometry (same formula, charge and spin)   1.592 eV

Positions of all 66 atoms, in Å:
Pd1 0.16 -1.18 0.31
C1 -0.98 -2.64 1.26
C2 -1.06 -3.47 2.16
C3 -1.08 -4.43 3.19
C4 -0.91 -4.04 4.53
C5 -0.82 -4.97 5.54
C6 -0.90 -6.33 5.25
C7 -1.09 -6.73 3.93
C8 -1.18 -5.80 2.92
H1 -0.83 -2.98 4.75
H2 -0.68 -4.65 6.56
H3 -0.82 -7.07 6.04
H4 -1.16 -7.79 3.69
H5 -1.31 -6.12 1.90
I1 2.50 -2.49 0.58
C9 -2.91 2.09 0.09
Si1 -1.02 2.29 -0.19
C10 -0.36 4.01 0.46
C11 -1.26 3.13 -1.98
Si2 0.15 0.37 -1.45
Si3 -0.37 -0.11 -3.71
C12 0.24 -1.89 -4.13
C13 -2.27 -0.22 -3.99
C14 0.25 0.98 -5.17
Si4 2.41 1.29 -1.49
C15 2.60 3.02 -2.33
C16 3.05 1.64 0.29
C17 3.84 0.27 -2.30
H6 -3.39 3.03 0.35
H7 -3.15 1.37 0.87
H8 -3.38 1.74 -0.82
H9 -1.09 4.79 0.31
H10 0.51 4.29 -0.13
H11 -0.06 4.03 1.51
H12 -1.83 4.05 -1.88
H13 -1.79 2.49 -2.68
H14 -0.31 3.39 -2.44
H15 -0.05 -2.57 -3.33
H16 1.33 -1.92 -4.19
H17 -0.15 -2.29 -5.07
H18 -2.72 -0.84 -3.22
H19 -2.55 -0.64 -4.96
H20 -2.74 0.76 -3.92
H21 1.34 0.97 -5.23
H22 -0.04 2.02 -5.01
H23 -0.14 0.67 -6.14
H24 1.94 3.74 -1.86
H25 2.33 2.98 -3.38
H26 3.61 3.41 -2.26
H27 2.45 2.41 0.76
H28 4.09 1.96 0.33
H29 2.97 0.74 0.90
H30 3.59 -0.01 -3.32
H31 4.02 -0.64 -1.75
H32 4.78 0.83 -2.33
C18 0.51 0.24 3.00
C19 -0.12 1.53 2.46
C20 -1.36 1.91 3.28
O1 -0.40 1.31 1.11
H33 0.77 0.31 4.05
H34 1.42 0.03 2.42
H35 -0.21 -0.59 2.85
H36 0.63 2.34 2.57
H37 -2.13 1.15 3.13
H38 -1.76 2.87 2.94
H39 -1.11 1.97 4.34

---

No. 2
DFT (ωB97M-V/def2-TZVPD) results for a single C7H9BrO molecule in a non-equilibrium geometry.

Output
Orbital gap   9.0 eV
Net charge   0
Energy relative to the best compared isomer or geometry (same formula, charge and spin)   1.677 eV
SMILES   C/C=C/C=C\C=C(\O)Br

Positions of all 18 atoms, in Å:
C1 -0.67 1.68 0.84
C2 0.66 1.74 0.86
C3 -1.32 0.55 0.23
C4 1.60 0.83 0.24
C5 -0.99 -0.67 0.50
C6 1.55 0.30 -0.94
C7 -1.47 -1.95 -0.02
O1 2.61 -0.51 -1.37
Br1 0.35 0.69 -2.37
H1 -1.32 2.21 1.62
H2 1.14 2.56 1.47
H3 -2.08 0.77 -0.56
H4 2.56 0.48 0.62
H5 -0.32 -0.77 1.36
H6 -1.42 -2.63 0.79
H7 -0.74 -2.34 -0.75
H8 -2.41 -1.91 -0.50
H9 2.26 -1.05 -2.01

---

No. 3
DFT (ωB97M-V/def2-TZVPD) results for a molecular structure, C43H43BBrGeN5O2ReS in a non-equilibrium geometry.

Output
Orbital gap (spin up / spin down)   6.3 / 5.7 eV
Net charge   0
Energy relative to the best compared isomer or geometry (same formula, charge and spin)   1.961 eV
⟨S²⟩   1.065
2S+1   2

Positions of all 98 atoms, in Å:
Re1 -0.34 -0.05 0.23
N1 3.58 1.67 2.26
C1 2.34 1.44 1.72
S1 2.24 0.46 0.26
N2 1.30 1.94 2.26
N3 0.11 1.60 1.65
C2 -0.93 2.17 2.20
C3 -2.18 2.13 1.50
C4 -3.35 2.74 1.97
C5 -4.44 2.79 1.14
C6 -4.35 2.25 -0.14
C7 -3.18 1.62 -0.52
N4 -2.12 1.53 0.29
H1 4.33 1.77 1.60
H2 3.57 2.38 2.99
H3 -0.82 2.73 3.12
H4 -3.37 3.16 2.97
H5 -5.36 3.26 1.47
H6 -5.17 2.30 -0.84
H7 -3.06 1.17 -1.49
C8 -4.83 -1.52 -1.41
C9 -3.65 -1.71 -0.47
C10 -3.28 -3.20 -0.39
C11 -3.87 -1.20 0.93
C12 -5.15 -1.03 1.42
C13 -5.36 -0.68 2.75
C14 -4.28 -0.60 3.61
C15 -2.97 -0.78 3.18
C16 -1.94 -0.87 4.30
C17 -0.45 -0.85 3.97
C18 -2.23 -2.14 5.10
C19 -2.77 -0.99 1.80
N5 -1.51 -0.88 1.23
H8 -4.55 -1.80 -2.42
H9 -5.19 -0.49 -1.42
H10 -5.68 -2.16 -1.13
H11 -2.79 -1.19 -0.89
H12 -4.09 -3.76 0.08
H13 -2.37 -3.35 0.20
H14 -3.11 -3.61 -1.38
H15 -6.01 -1.16 0.77
H16 -6.36 -0.51 3.12
H17 -4.45 -0.38 4.66
H18 -2.14 -0.01 4.96
H19 -0.19 -1.68 3.32
H20 0.11 -0.95 4.90
H21 -0.13 0.07 3.47
H22 -2.08 -3.02 4.46
H23 -3.25 -2.18 5.47
H24 -1.55 -2.23 5.95
Br1 -0.54 2.89 -6.00
C20 -0.45 2.08 -4.29
C21 0.26 2.70 -3.27
C22 0.32 2.09 -2.03
C23 -0.30 0.86 -1.74
C24 -1.00 0.28 -2.81
C25 -1.09 0.87 -4.07
H25 0.75 3.65 -3.45
H26 0.87 2.60 -1.24
H27 -1.50 -0.67 -2.67
H28 -1.63 0.39 -4.87
Ge1 3.51 -1.36 0.91
C26 2.57 -3.04 0.80
C27 1.75 -3.43 1.86
C28 1.12 -4.67 1.84
C29 1.33 -5.53 0.77
C30 2.18 -5.17 -0.27
C31 2.79 -3.93 -0.25
C32 5.04 -1.24 -0.25
C33 6.33 -1.20 0.27
C34 7.44 -1.10 -0.57
C35 7.25 -1.05 -1.94
C36 5.97 -1.08 -2.48
C37 4.87 -1.18 -1.64
H29 3.85 -1.06 2.37
H30 1.59 -2.77 2.70
H31 0.48 -4.96 2.66
H32 0.85 -6.50 0.76
H33 2.35 -5.84 -1.10
H34 3.45 -3.65 -1.07
H35 6.49 -1.24 1.34
H36 8.43 -1.07 -0.15
H37 8.11 -0.97 -2.60
H38 5.83 -1.02 -3.55
H39 3.87 -1.18 -2.06
O1 -0.36 -2.89 -1.28
B1 0.32 -1.69 -1.03
O2 1.43 -1.62 -1.92
C38 1.34 -2.71 -2.73
C39 2.16 -3.09 -3.77
C40 1.84 -4.28 -4.43
C41 0.75 -5.05 -4.04
C42 -0.07 -4.66 -2.98
C43 0.26 -3.48 -2.34
H40 3.00 -2.48 -4.08
H41 2.45 -4.61 -5.26
H42 0.52 -5.96 -4.58
H43 -0.92 -5.25 -2.66

---

No. 4
DFT (ωB97M-V/def2-TZVPD) results for 2 unconnected molecules or ions with the total composition C5H11O2 in a non-equilibrium geometry.

Output
Orbital gap   7.2 eV
Net charge   -1
Energy relative to the best compared isomer or geometry (same formula, charge and spin)   1.607 eV

Positions of all 18 atoms, in Å:
C1 -0.62 -0.60 -1.75
C2 -0.64 0.87 -1.29
C3 0.52 -1.44 -1.04
O1 0.27 -2.52 -0.55
O2 1.63 -0.79 -1.17
H1 -1.56 -1.17 -1.67
H2 -0.42 -0.81 -2.80
H3 -0.76 1.07 -0.34
H4 -1.50 1.27 -1.95
H5 0.35 1.32 -1.48
C4 0.31 1.67 2.85
C5 -1.07 1.90 2.27
H6 0.80 0.75 2.49
H7 1.02 2.43 2.70
H8 0.35 1.49 3.91
H9 -1.89 1.73 3.08
H10 -1.39 1.03 1.66
H11 -1.22 3.00 1.93

---

No. 5
DFT (ωB97M-V/def2-TZVPD) results for a single C4H5FOS molecule in a non-equilibrium geometry.

Output
Orbital gap   10.1 eV
Net charge   0
Energy relative to the best compared isomer or geometry (same formula, charge and spin)   0.417 eV
SMILES   CC(=O)S/C=C\F

Positions of all 12 atoms, in Å:
C1 1.32 0.48 1.13
C2 0.29 1.29 0.38
C3 -1.01 -1.21 0.24
C4 0.01 -1.98 -0.13
H1 1.86 1.25 1.67
H2 0.87 -0.26 1.84
H3 1.89 -0.05 0.34
H4 -1.74 -1.62 0.88
H5 0.17 -2.96 0.33
O1 0.43 2.44 0.16
F1 0.91 -1.61 -1.07
S1 -1.15 0.45 -0.40

---

No. 6
DFT (ωB97M-V/def2-TZVPD) results for a single C5H4N2O molecule in a non-equilibrium geometry.

Output
Orbital gap   8.3 eV
Net charge   0
Energy relative to the best compared isomer or geometry (same formula, charge and spin)   3.796 eV
SMILES   O=c1cnccnc1

Positions of all 12 atoms, in Å:
C1 -1.54 -0.08 0.04
C2 -0.64 -1.32 -0.25
C3 1.50 -0.62 0.18
C4 1.42 0.67 -0.16
C5 -1.02 1.38 0.01
H1 -1.15 -2.18 -0.42
H2 2.63 -0.83 0.65
H3 2.28 1.19 0.29
H4 -1.67 2.13 -0.38
N1 0.65 -1.59 -0.06
N2 0.23 1.66 -0.07
O1 -2.69 -0.39 0.17

---

No. 7
DFT (ωB97M-V/def2-TZVPD) results for a molecular structure, C6H15NO2S2 in a non-equilibrium geometry.

Output
Orbital gap   9.5 eV
Net charge   0
Energy relative to the best compared isomer or geometry (same formula, charge and spin)   0.000 eV

Positions of all 26 atoms, in Å:
C1 1.12 -3.16 -1.18
C2 -0.86 -3.47 0.20
C3 -0.47 2.96 -1.13
C4 -0.40 3.39 1.33
C5 0.25 -2.53 -0.14
C6 -0.60 2.32 0.28
N1 0.79 0.16 1.82
O1 0.39 0.06 -0.84
O2 2.01 1.48 0.21
S1 -0.79 -1.02 -0.62
S2 0.74 1.00 0.59
H1 0.53 -3.45 -1.99
H2 1.77 -2.29 -1.57
H3 1.88 -3.88 -0.92
H4 -1.13 -3.43 1.28
H5 -0.47 -4.46 -0.01
H6 -1.85 -3.25 -0.25
H7 -1.32 3.51 -1.43
H8 0.43 3.62 -1.38
H9 -0.27 2.08 -1.86
H10 -0.37 3.09 2.33
H11 -1.20 4.10 1.09
H12 0.67 3.71 1.09
H13 0.81 -2.18 0.80
H14 -1.49 1.74 0.44
H15 -0.17 -0.09 1.86

---

No. 8
DFT (ωB97M-V/def2-TZVPD) results for a molecular structure, C28H40Cl4F4N2O32S4Y in a non-equilibrium geometry.

Output
Orbital gap   2.8 eV
Net charge   +1

Positions of all 115 atoms, in Å:
Y1 0.54 2.87 -2.97
N1 0.28 0.41 -0.68
S1 0.88 -1.00 -0.19
O1 0.10 -2.20 -0.50
O2 1.83 -0.97 0.90
F1 1.90 -1.06 -1.42
S2 -0.74 0.25 0.71
O3 -0.29 0.59 2.06
O4 -1.90 -0.59 0.58
F2 -1.48 1.66 0.40
N2 1.14 0.99 -5.79
S3 0.38 -0.51 -6.47
O5 1.23 -1.62 -7.00
O6 -0.96 -0.27 -6.96
F3 0.15 -1.05 -4.95
S4 2.13 0.93 -7.05
O7 1.54 0.98 -8.42
O8 3.31 0.12 -6.71
F4 2.59 2.48 -6.75
C1 -6.92 0.56 -2.82
C2 -7.23 1.91 -3.42
O9 -5.94 2.48 -3.68
C3 -4.98 1.63 -3.30
O10 -3.75 1.75 -3.38
O11 -5.54 0.69 -2.51
H1 -7.04 -0.21 -3.58
H2 -7.51 0.34 -1.93
H3 -7.87 2.51 -2.78
H4 -7.79 1.86 -4.35
C4 1.09 5.38 4.29
C5 2.55 5.65 4.07
O12 2.76 5.18 2.75
C6 1.67 5.04 2.11
O13 1.54 4.72 0.94
O14 0.60 5.13 2.99
H5 0.63 6.29 4.67
H6 0.89 4.57 4.99
H7 3.12 5.19 4.87
H8 2.83 6.69 4.18
C7 5.33 -4.35 -4.88
C8 4.45 -5.36 -5.55
O15 3.54 -5.73 -4.55
C9 3.98 -5.34 -3.38
O16 3.33 -5.40 -2.35
O17 5.06 -4.63 -3.56
H9 4.98 -3.35 -5.13
H10 6.33 -4.65 -5.19
H11 5.05 -6.23 -5.79
H12 4.10 -4.99 -6.52
C10 -2.97 -4.66 5.42
C11 -3.09 -3.21 5.01
O18 -1.81 -2.96 4.44
C12 -1.17 -4.13 4.22
O19 -0.17 -4.16 3.50
O20 -1.75 -5.11 4.81
H13 -3.77 -5.17 4.87
H14 -3.11 -4.82 6.49
H15 -3.42 -2.56 5.82
H16 -3.77 -3.09 4.17
C13 -5.68 3.41 4.48
C14 -4.26 3.63 4.27
O21 -4.17 5.01 4.46
C15 -5.32 5.58 4.08
O22 -5.48 6.78 3.83
O23 -6.32 4.62 4.11
H17 -5.76 3.32 5.57
H18 -6.04 2.54 3.94
H19 -3.98 3.46 3.23
H20 -3.72 2.99 4.97
C16 -3.27 -6.30 -1.88
C17 -4.45 -5.35 -1.42
O24 -5.55 -6.10 -1.94
C18 -5.19 -7.01 -2.83
O25 -5.95 -7.64 -3.48
O26 -3.86 -7.05 -2.89
H21 -2.87 -6.93 -1.08
H22 -2.48 -5.73 -2.37
H23 -4.43 -4.40 -1.95
H24 -4.70 -5.27 -0.36
C19 -4.24 9.21 -1.72
C20 -4.68 8.49 -3.00
O27 -3.62 7.64 -3.25
C21 -3.02 7.29 -2.11
O28 -2.20 6.38 -1.97
O29 -3.48 8.14 -1.11
H25 -5.05 9.47 -1.03
H26 -3.61 10.09 -1.84
H27 -4.83 9.30 -3.73
H28 -5.64 8.01 -2.80
C22 7.75 -0.04 -2.68
C23 7.99 0.70 -1.34
O30 6.81 1.47 -1.38
C24 5.98 1.16 -2.27
O31 4.84 1.62 -2.30
O32 6.36 0.22 -2.98
H29 7.97 -1.08 -2.43
H30 8.43 0.39 -3.41
H31 8.85 1.37 -1.41
H32 8.05 0.05 -0.47
Cl1 1.20 -1.10 7.99
C25 2.63 -1.66 7.11
C26 3.14 -0.64 6.14
Cl2 4.87 -0.89 5.82
H33 2.39 -2.57 6.57
H34 3.44 -1.97 7.77
H35 2.94 0.38 6.49
H36 2.61 -0.88 5.22
Cl3 5.34 -5.62 4.60
C27 6.68 -5.34 3.44
C28 6.08 -4.61 2.24
Cl4 7.29 -4.08 1.08
H37 7.14 -6.26 3.07
H38 7.42 -4.67 3.89
H39 5.50 -3.74 2.53
H40 5.32 -5.26 1.80